No. 1
{
  "formula": "C23H27N2S",
  "method": "wB97M-V/def2-TZVPD",
  "elements": ["C", "C", "N", "C", "N", "C", "C", "C", "S", "H", "H", "H", "H", "H", "H", "H", "H", "H", "H", "C", "C", "C", "C", "C", "C", "C", "C", "C", "C", "C", "C", "C", "C", "C", "C", "C", "H", "H", "H", "H", "H", "H", "H", "H", "H", "H", "H", "H", "H", "H", "H", "H", "H"],
  "coordinates": [[-1.0782, -3.3622, -0.2357], [-0.8297, -1.9313, 0.0936], [0.4871, -1.6210, -0.2969], [1.4890, -2.4929, -0.0887], [1.2899, -3.8183, 0.0944], [-0.0820, -4.2894, 0.4167], [2.5209, -4.5991, 0.3544], [3.6948, -3.7494, -0.0677], [3.1471, -2.0562, -0.2371], [-2.0899, -3.6185, 0.0623], [-1.0232, -3.4659, -1.3124], [-1.5256, -1.2938, -0.4706], [-0.9916, -1.6349, 1.1191], [-0.2251, -4.2324, 1.5091], [-0.2213, -5.3406, 0.1055], [2.5950, -4.8201, 1.4241], [2.5856, -5.5069, -0.2372], [4.4999, -3.7241, 0.6575], [4.0864, -3.9861, -1.0732], [-3.2786, 4.9410, 4.7235], [-2.5461, 3.9171, 3.9365], [-1.8098, 2.9528, 4.6111], [-1.0447, 2.0189, 3.9290], [-1.0096, 2.0173, 2.4967], [-0.2497, 1.0615, 1.7196], [-0.2375, 1.1362, 0.3336], [0.6386, 0.1609, -0.3211], [0.7920, 0.3447, -1.7908], [0.9877, -0.7169, -2.7053], [0.9830, -0.5016, -4.0861], [0.8674, 0.8021, -4.5989], [0.8959, 1.1492, -6.0674], [0.6727, 1.8554, -3.7012], [0.6638, 1.6300, -2.3168], [-1.7416, 3.0557, 1.8364], [-2.4972, 3.9894, 2.5440], [-3.7578, 5.6836, 4.0748], [-4.0436, 4.4763, 5.3639], [-2.5752, 5.4580, 5.3910], [-1.8313, 2.9521, 5.7100], [-0.5048, 1.2177, 4.4624], [0.3953, 0.3215, 2.2347], [-0.8521, 1.8273, -0.3518], [1.5355, -0.1295, 0.3791], [1.1150, -1.7524, -2.3563], [1.0695, -1.3315, -4.7935], [0.7315, 2.2299, -6.1928], [1.8691, 0.9101, -6.5396], [0.1311, 0.6359, -6.6885], [0.5403, 2.8569, -4.1212], [0.5797, 2.4987, -1.6736], [-1.7882, 3.1054, 0.7406], [-3.0296, 4.7692, 2.0008]],
  "mulliken_charge": [-0.908, -0.893, 0.313, 0.410, 0.050, -0.562, -0.756, -0.478, -0.025, 0.398, 0.332, 0.354, 0.491, 0.312, 0.391, 0.339, 0.326, 0.440, 0.324, -1.415, 1.202, -0.602, -0.694, 0.539, 0.162, -1.142, 0.397, 0.467, 0.006, -1.250, 1.009, -1.245, -1.168, -0.530, -0.669, -0.875, 0.363, 0.333, 0.323, 0.372, 0.324, 0.403, 0.522, 0.406, 0.187, 0.399, 0.331, 0.298, 0.312, 0.260, 0.666, 0.155, 0.296],
  "energy_ha": -1400.03631,
  "fmax_ev_per_a": 4.477,
  "charge": 1,
  "gap_ev": 7.6,
  "multiplicity": 1
}



No. 2
{
  "formula": "CH7N3S",
  "method": "wB97M-V/def2-TZVPD",
  "elements": ["C", "N", "N", "N", "S", "H", "H", "H", "H", "H", "H", "H"],
  "coordinates": [[-1.1729, 0.8950, -0.8493], [0.0916, 0.5665, -0.0984], [1.1949, 0.2026, -0.9074], [0.0669, 0.0790, 1.1259], [0.1645, -2.1016, 1.1314], [-1.6525, 1.8642, -0.3606], [-1.0248, 0.8879, -1.9128], [-2.0222, 0.2387, -0.7129], [2.0933, 0.4263, -0.4066], [1.0773, -0.8930, -0.9767], [1.0452, 0.1770, 1.4626], [0.1386, -2.3428, 2.5048]],
  "mulliken_charge": [-0.661, 0.416, -0.601, -0.633, -0.325, 0.238, 0.294, 0.313, 0.271, 0.256, 0.305, 0.126],
  "energy_ha": -604.60932,
  "fmax_ev_per_a": 2.963,
  "gap_ev": [8.6, 8.6],
  "multiplicity": 1
}